# 1
Below is a structure of composition C25H45LuN2OP3Se, with properties calculated with ωB97M-V/def2-TZVPD.

XYZ file:
```
78
Properties=species:S:1:pos:R:3:forces:R:3
Lu 0.20915 0.10676 0.30490 -0.785 3.712 1.361
P 2.12078 1.19152 1.51868 1.214 0.704 0.675
P -0.66389 1.97783 -1.09863 -0.865 1.604 -1.344
P 1.81599 -0.41367 -1.69648 0.365 -0.056 -0.637
H -1.46309 -2.07955 0.20243 0.007 0.859 0.151
C -0.42667 -1.95839 -0.12202 2.120 -5.134 2.931
C 0.62022 -1.98187 0.86222 -3.279 -4.745 -2.219
H 0.37032 -2.11358 1.91663 -0.354 0.736 -0.197
C 1.76773 1.52969 3.22829 -0.110 0.201 0.883
C 2.81566 2.72567 0.94479 0.287 0.738 -0.394
C 3.52462 0.07285 1.63944 0.373 -0.452 -0.082
C -1.96789 1.48777 -2.22046 -0.531 -0.420 -0.335
C -1.40409 3.29290 -0.13883 -0.321 0.464 0.541
C 0.44405 2.91613 -2.14699 0.523 0.312 -0.329
C 2.64847 -2.00083 -1.56914 0.356 -0.368 -0.018
C 3.16063 0.68827 -2.10235 0.534 0.377 -0.295
C 0.90152 -0.59751 -3.23767 -0.185 -0.107 -0.406
H -0.24287 -2.34625 -1.11672 0.355 0.540 -0.290
H 1.59794 -2.37375 0.60788 0.240 0.659 -0.349
H 1.35473 0.65838 3.74741 0.239 0.346 -0.117
H 1.05950 2.35855 3.32809 0.105 -0.124 -0.025
H 2.71902 1.80622 3.68983 -0.113 0.056 0.204
H 2.06074 3.52117 0.96995 0.187 -0.103 0.062
H 3.20473 2.65030 -0.07595 -0.009 0.014 0.227
H 3.63440 2.98323 1.62652 -0.077 0.154 -0.183
H 3.22679 -0.87129 2.11301 0.178 0.179 0.016
H 4.27395 0.57569 2.26240 0.017 -0.265 -0.081
H 3.96294 -0.15841 0.66298 -0.023 0.081 0.235
H -2.32300 2.39805 -2.71795 -0.083 -0.235 -0.032
H -2.79998 1.01626 -1.68284 0.079 0.167 -0.115
H -1.60621 0.77749 -2.97133 -0.123 0.177 0.022
H -1.76153 4.02683 -0.86862 -0.029 0.072 0.229
H -0.66646 3.76470 0.52074 -0.157 -0.026 -0.121
H -2.24544 2.94859 0.47094 0.128 0.055 -0.127
H -0.17383 3.70517 -2.58777 0.238 0.016 -0.060
H 0.87781 2.31673 -2.94913 -0.121 0.151 0.058
H 1.25388 3.37186 -1.56612 -0.177 0.008 -0.131
H 3.20558 -2.10933 -2.50323 0.097 -0.313 0.153
H 1.94390 -2.83102 -1.46529 0.146 0.053 -0.175
H 3.34408 -2.02227 -0.72213 -0.015 -0.017 -0.240
H 3.60223 0.30400 -3.02761 0.174 0.244 0.082
H 3.91759 0.68025 -1.31304 -0.027 -0.007 -0.202
H 2.82898 1.71847 -2.25822 0.114 -0.237 -0.038
H 1.60958 -0.98066 -3.98288 -0.286 0.039 -0.052
H 0.49349 0.35506 -3.58756 0.106 -0.225 -0.031
H 0.07297 -1.30834 -3.12057 0.188 0.117 -0.192
C -2.26601 -0.74194 -6.93481 -0.388 -0.906 -0.156
C -3.39698 -1.28193 -7.59121 0.806 0.182 0.510
C -3.59411 -2.65873 -7.59014 0.223 -0.076 0.152
C -2.68584 -3.51093 -6.94767 0.014 0.124 0.033
C -1.57141 -2.96901 -6.30206 -0.280 0.094 -0.103
C -1.35560 -1.58988 -6.29076 -0.499 0.065 -0.160
O -2.01288 0.59700 -6.89344 -0.472 0.390 -0.167
H -2.71878 1.06457 -7.37649 0.453 -0.206 0.201
H -4.09679 -0.61424 -8.08720 0.058 -0.107 0.017
H -4.46567 -3.07227 -8.09601 0.229 0.086 0.118
H -2.84972 -4.59055 -6.95284 0.071 0.386 -0.020
H -0.85927 -3.62099 -5.79990 -0.120 0.043 -0.146
H -0.49223 -1.15261 -5.79432 -0.049 -0.045 -0.161
C -3.01307 1.19254 5.05986 0.121 -0.097 -0.123
N -1.84258 0.28042 5.01120 0.205 0.063 -1.184
C -1.17427 -0.07746 3.87258 0.530 -0.993 2.868
Se -1.58935 0.54231 2.21923 -0.768 0.597 -0.684
N -0.16622 -0.93642 4.26897 -0.245 0.259 -1.126
C -0.20034 -1.08624 5.64166 0.740 -0.550 0.183
C 0.65544 -1.81768 6.45852 -0.946 0.647 0.437
C 0.37377 -1.74462 7.81760 0.723 -0.498 -0.457
C -0.68964 -0.98819 8.31278 -0.828 0.628 0.073
C -1.53412 -0.25474 7.47707 0.749 -0.575 -0.144
C -1.24785 -0.33003 6.11547 -0.358 0.260 0.264
H -2.73078 2.16941 4.65717 -0.032 -0.181 0.079
H -3.36261 1.32221 6.09149 0.322 -0.206 -0.332
H -3.82518 0.76824 4.46465 0.123 0.058 0.096
H 0.56948 -1.38936 3.69355 -1.221 0.753 0.635
H 1.45481 -2.37354 6.01976 0.458 -0.390 0.117
H 1.01731 -2.29963 8.49475 -0.210 0.145 0.031
H -0.87621 -0.95457 9.38456 0.107 -0.068 -0.238
H -2.35232 0.33918 7.82838 -0.217 0.116 0.375
```
Forces are in eV/Å.

Output
Net charge ... +3
Relative energy (zero: lowest compared OMol25 entry of this formula, charge and spin) ... 301.8 kJ/mol

# 2
Below is a cluster of 9 separate species, C4H26N8O9 in total, with properties calculated with ωB97M-V/def2-TZVPD.

XYZ file:
```
47
Properties=species:S:1:pos:R:3:forces:R:3
C -1.90628 -2.48631 -1.29202 -3.006 -1.968 -0.653
O -2.44060 -1.62124 -0.69584 -1.815 3.362 2.123
N -0.64843 -2.53304 -1.50686 5.649 -0.022 -0.907
N -2.59491 -3.51699 -1.82284 0.394 -0.050 0.012
H -0.06628 -1.95733 -0.91545 0.037 -0.294 -0.204
H -0.24847 -3.36033 -1.92605 0.289 0.308 0.411
H -2.00395 -4.03019 -2.46119 -1.598 -0.697 -0.237
H -3.58769 -3.40664 -1.67341 0.079 -0.799 -0.766
C 3.12108 3.24898 -1.38075 -3.248 3.561 -1.001
O 2.10286 3.94209 -1.65022 1.845 -1.229 0.063
N 4.27263 3.30900 -2.00281 1.638 0.757 -2.098
N 3.17498 2.42703 -0.37953 -0.347 -2.995 3.963
H 4.33523 4.06190 -2.67312 0.581 -0.338 -0.004
H 5.06069 2.82851 -1.59270 0.098 0.510 -0.648
H 4.08411 2.16022 -0.02968 -0.213 -0.067 0.034
H 2.48457 2.50718 0.35328 -0.217 -0.047 -0.263
C -3.51339 -1.13437 2.64035 -3.231 -3.618 -1.178
O -4.12275 -2.15154 2.31705 -0.220 -0.703 -0.546
N -3.04670 -0.22711 1.87634 2.893 3.404 -3.283
N -3.44861 -0.77318 3.87703 0.555 0.668 5.206
H -3.08681 -0.17301 0.86859 0.035 -0.504 0.388
H -2.27673 0.25654 2.31603 -0.257 0.581 -0.633
H -3.91090 -1.35602 4.56017 0.467 0.283 -0.044
H -2.91756 0.05625 4.10090 -0.398 -0.245 0.541
C 2.41898 -3.08143 0.18389 -0.265 -1.398 0.084
O 2.45496 -4.22907 0.55434 0.430 -1.484 -0.012
N 2.17293 -2.08507 0.98084 -0.600 3.293 3.046
N 2.55214 -2.66427 -1.07239 0.465 -0.703 -2.350
H 2.13821 -2.23195 1.97950 -0.192 -0.012 -0.329
H 1.87151 -1.20373 0.59034 0.153 -0.111 0.471
H 2.40725 -1.68739 -1.28409 -0.148 -0.522 -0.438
H 2.41050 -3.43171 -1.71353 0.250 0.599 -0.459
O -0.59846 3.43368 -1.12851 -0.426 0.212 -0.210
H -1.29622 3.73702 -1.70933 -0.360 -0.054 -0.083
H 0.04674 4.14067 -1.13888 0.716 0.060 -0.072
O -0.92853 1.48617 3.25862 -0.064 -0.055 0.612
H -0.59538 1.57351 2.36553 0.142 -0.048 -0.890
H -0.44892 2.14613 3.75928 -0.010 0.104 0.236
O -0.28039 1.37900 0.46141 0.154 -0.457 1.003
H -0.29660 2.14646 -0.11040 -0.176 0.700 -0.331
H 0.34733 0.78563 0.04897 0.218 -0.198 0.090
O 1.53793 0.05491 -1.14851 -0.004 -0.384 -0.105
H 0.87278 0.22798 -1.81473 -0.393 -0.037 -0.391
H 2.30068 0.55746 -1.43468 0.371 0.511 0.144
O -2.96004 1.06758 -0.65882 -0.509 0.737 -0.441
H -2.77147 0.21997 -1.06159 0.086 -0.634 -0.094
H -2.17193 1.58799 -0.81470 0.154 0.023 0.241
```
Forces are in eV/Å.

Output
Relative energy (zero: lowest compared OMol25 entry of this formula, charge and spin) ... 253.4 kJ/mol
SMILES ... NC(N)=O.NC(N)=O.NC(N)=O.NC(N)=O.O.O.O.O.O

# 3
Below is a structure of composition C4H26Na7O25, with properties calculated with ωB97M-V/def2-TZVPD.

XYZ file:
```
62
Properties=species:S:1:pos:R:3:forces:R:3
Na -2.45881 2.81883 -0.39866 -0.899 -0.815 1.055
Na -0.03281 -1.06153 -3.71223 -0.717 -0.192 1.078
Na 0.28929 5.24978 -0.74081 0.042 -0.919 0.518
Na -2.30415 0.70349 2.28432 -0.071 1.469 -0.713
Na -3.87209 -1.75090 0.54423 0.247 1.002 -0.919
Na -0.13475 0.32581 -0.40272 -0.133 -0.142 0.038
Na 0.63000 1.79918 4.11176 0.279 -0.342 -1.239
C -4.87176 3.23395 2.08053 -4.328 0.295 0.610
O -4.79556 4.03554 3.02380 0.789 1.789 1.513
O -5.97965 3.02026 1.47908 -1.046 0.412 -0.844
O -3.94317 2.47763 1.75684 5.681 -3.332 -1.621
C 1.20349 -0.48445 2.20570 2.835 1.668 1.350
O 1.77405 -0.20146 3.28048 0.717 0.533 2.300
O 1.84900 -0.57298 1.14784 1.312 -1.027 -3.588
O -0.03169 -0.52036 2.18333 -6.456 -0.960 -0.640
C -2.72217 -0.06295 -1.67982 -1.279 0.156 -0.896
O -2.51026 0.28335 -0.49812 1.714 0.690 4.861
O -3.88513 -0.26330 -2.03436 -3.350 -1.230 -0.539
O -1.80502 -0.16818 -2.50303 3.980 -0.331 -2.291
C 0.18413 3.02698 1.13298 -1.447 -2.005 2.966
O -0.08019 2.80925 -0.05716 -2.035 -0.002 -6.280
O 1.30050 3.47121 1.37257 3.712 2.379 1.627
O -0.66729 2.64698 1.99438 -0.005 -0.261 1.544
O 2.69602 -3.66966 1.68970 0.115 -0.554 -0.210
H 2.74763 -2.71475 1.73092 0.002 0.742 0.086
H 1.82995 -3.87853 2.03974 -0.113 0.020 0.097
O 4.49198 -0.87684 0.52288 1.112 -0.139 -0.649
H 4.64225 -1.75062 0.16212 0.142 -0.367 0.073
H 3.53952 -0.80195 0.58155 -1.181 0.446 0.700
O 4.42481 0.17002 -2.38538 0.234 -0.118 -1.008
H 4.52493 -0.41552 -1.63481 0.047 0.034 0.619
H 3.91773 0.90835 -2.04779 -0.129 -0.025 0.424
O 2.96758 2.11358 -0.86254 0.177 0.154 -0.654
H 2.53024 2.16316 -0.01254 -0.387 0.091 0.844
H 3.66604 2.76609 -0.81148 0.245 0.096 0.189
O 1.20199 1.09806 -2.54860 -1.036 -0.693 -0.872
H 1.81967 1.53698 -1.96375 0.839 0.432 0.659
H 1.26692 1.58109 -3.37244 0.049 0.119 -0.138
O -1.29689 -1.12172 4.49485 -1.160 -0.332 0.859
H -1.35447 -0.17721 4.63914 0.053 0.059 0.173
H -0.79913 -1.21043 3.68208 1.032 0.450 -0.847
O -0.73749 -4.38758 -0.93676 0.074 -0.557 -0.356
H -0.79760 -3.88279 -0.12570 -0.358 0.497 0.889
H -1.29373 -5.15176 -0.78560 -0.021 -0.259 -0.177
O -3.56825 -2.22422 -3.72547 0.067 -1.944 -1.094
H -4.46391 -2.42698 -3.45544 -0.152 0.264 0.026
H -3.36341 -1.40233 -3.27963 -0.141 1.191 0.709
O -1.16607 -2.92316 1.28016 -1.024 -1.039 -0.272
H -0.87393 -3.40452 2.05423 0.034 -0.071 0.342
H -0.99374 -2.00511 1.48926 1.115 1.451 0.186
O -1.24844 3.37114 -2.48625 -0.260 0.986 -0.230
H -0.77384 3.19008 -3.29756 -0.213 -0.233 -0.241
H -0.63775 3.12597 -1.79115 0.734 -0.772 0.826
O 3.87636 2.70778 2.14247 0.661 -0.092 0.006
H 4.34205 3.25804 2.77222 0.209 0.039 0.114
H 3.00191 3.09321 2.08756 -0.965 0.188 -0.223
O 0.69309 -2.04441 -1.20600 -0.230 0.361 -0.712
H 1.42240 -1.83174 -0.62366 0.450 0.374 0.659
H 0.41572 -2.91912 -0.93363 0.200 -0.145 -0.143
O -0.99384 -3.49753 -3.49497 0.804 0.267 -0.797
H -1.92245 -3.69764 -3.61270 -0.543 0.510 -0.159
H -0.86979 -3.48355 -2.54594 -0.023 -0.267 0.410
```
Forces are in eV/Å.

Output
Net charge ... -1

Number 1: strongest force on any atom 6.3 eV/Å, HOMO-LUMO gap 2.11 eV. Number 2: strongest force on any atom 5.7 eV/Å, HOMO-LUMO gap 7.53 eV. Number 3: strongest force on any atom 6.8 eV/Å, HOMO-LUMO gap 1.95 eV.